Below is C26H58CeP4S as an isolated structure, with properties calculated with ωB97M-V with the def2-TZVPD basis set.

Properties
HOMO, eV: -17.10
Energy, Ha: -3262.45404
Charge: +4
Orbital gap, eV: 2.0

Cartesian coordinates (Å):
Ce 0.646 0.256 -0.273
S -5.717 0.773 -1.979
P 1.488 -1.280 2.077
P 2.621 1.698 -0.972
P 1.299 -1.371 -2.179
P -1.668 -0.755 -0.312
C -0.555 2.148 -1.140
C 3.711 -0.393 3.774
C 4.309 -1.524 1.632
C -7.063 4.552 -2.100
C 0.678 -3.007 -1.944
C -0.350 2.190 0.382
C 0.200 -0.399 3.169
C -1.806 -2.327 0.440
C -0.001 -0.928 4.585
C 0.801 -0.931 -3.820
C 4.206 1.127 -0.534
C 0.485 1.086 3.255
C 2.546 3.328 -0.274
C -6.507 3.347 -1.684
C 2.679 2.015 -2.738
C -2.372 -0.913 -1.946
C 1.882 -4.051 1.777
C -6.926 2.399 -3.883
C 3.043 -1.643 -2.286
C -6.422 2.239 -2.561
C 1.452 -3.000 2.811
C 3.256 -0.652 2.358
C 2.236 -3.265 4.108
C -7.482 3.611 -4.288
C -7.553 4.690 -3.403
C -2.854 0.247 0.548
H 3.612 -0.762 -2.586
H -5.858 0.048 -3.132
H -0.407 -3.080 -2.019
H 3.877 -1.311 4.358
H -0.416 1.629 3.543
H 2.955 1.124 -3.305
H -2.848 -2.628 0.287
H 3.315 -3.277 3.922
H -3.410 -1.234 -1.781
H -1.520 1.892 -1.486
H -6.124 3.235 -0.670
H -7.114 5.385 -1.403
H 0.901 -0.744 5.182
H 5.270 -1.004 1.623
H -6.871 1.562 -4.571
H 3.217 0.350 1.857
H -1.177 1.952 1.005
H 1.668 3.905 -0.588
H 1.171 -1.740 -4.469
H 1.982 -4.268 4.464
H -1.605 -2.273 1.518
H 1.726 2.398 -3.129
H 1.178 -4.024 0.938
H 2.567 3.300 0.827
H 1.231 0.021 -4.147
H -7.991 5.640 -3.727
H 4.672 0.122 3.743
H -7.861 3.710 -5.304
H -2.372 0.041 -2.491
H 3.152 -2.414 -3.060
H 0.995 -3.440 -0.987
H -3.786 -0.314 0.460
H 2.902 -3.896 1.420
H 0.385 -3.205 2.998
H 1.808 -5.045 2.217
H 1.264 1.313 3.983
H 3.459 2.778 -2.864
H 4.910 1.683 -1.157
H 0.885 1.484 2.288
H 0.391 2.850 0.766
H -0.761 -0.572 2.602
H 4.015 -1.731 0.581
H 0.050 2.790 -1.722
H 2.003 -2.575 4.923
H 4.443 -2.479 2.142
H -0.287 -1.971 4.625
H 4.407 1.359 0.523
H 3.459 -2.023 -1.344
H -1.143 -3.085 0.006
H 3.451 3.816 -0.640
H -0.288 -0.861 -3.917
H -1.857 -1.659 -2.552
H 4.373 0.049 -0.679
H 1.126 -3.587 -2.763
H -0.813 -0.356 5.048
H -2.990 1.242 0.107
H 3.016 0.240 4.324
H -2.599 0.370 1.611

Atomic forces in eV per Å
2.6 -2.2 4.7
-0.4 0.4 -0.8
0.5 -0.7 1.8
1.1 1.9 -1.8
0.2 -0.7 -1.7
-2.6 -0.4 -1.0
-0.2 1.3 5.1
0.0 -0.1 0.9
-0.8 0.1 -0.5
0.5 -0.7 0.8
-0.3 -1.2 0.1
-1.9 2.0 -5.1
0.1 -0.3 -0.4
-0.1 -1.5 0.7
0.0 0.3 0.2
-0.2 0.1 -1.1
1.7 -0.7 0.7
0.5 0.5 -0.8
0.0 0.9 0.7
-0.1 0.7 0.5
0.0 0.2 -0.6
-0.6 -0.1 -0.6
-0.4 0.2 -0.2
-0.3 0.4 -0.5
1.1 -0.3 -0.1
-0.1 0.2 -0.3
-0.2 -0.9 -0.5
-0.4 0.5 -0.7
0.0 0.3 0.1
0.3 -1.2 -0.3
-0.1 0.4 -0.1
-0.8 0.5 0.6
-0.1 -0.2 -0.1
0.0 0.3 0.5
0.1 0.0 -0.1
-0.1 0.4 -0.3
0.1 0.2 -0.1
0.1 0.2 0.0
0.1 -0.3 0.2
-0.2 0.1 0.1
0.1 0.0 -0.3
-0.9 -0.3 -0.5
-0.2 0.2 -0.2
0.0 -0.2 -0.1
-0.3 -0.2 -0.1
-0.1 0.0 0.0
-0.1 0.1 0.0
0.1 -0.5 0.2
-0.5 -0.2 0.6
0.3 -0.1 -0.1
-0.2 0.3 -0.1
-0.1 0.1 -0.1
-0.1 0.0 -0.2
0.3 0.0 0.1
0.2 -0.1 -0.1
0.1 0.1 -0.3
0.0 -0.2 0.0
0.2 -0.4 0.1
0.0 0.1 0.0
0.1 0.0 0.3
0.0 -0.2 0.2
0.3 0.1 0.1
0.0 0.1 -0.3
-0.2 0.2 0.3
-0.1 -0.1 0.0
0.2 0.3 0.0
0.1 0.0 0.0
-0.1 -0.1 0.0
-0.1 -0.1 -0.3
0.3 -0.1 0.1
-0.3 0.0 0.6
0.5 0.4 0.3
0.7 0.2 0.3
0.2 0.0 0.6
0.6 0.5 -0.7
0.2 -0.1 -0.2
0.0 0.1 0.0
0.1 -0.2 0.1
0.1 0.0 -0.4
-0.1 0.0 -0.3
-0.2 0.2 0.1
0.0 0.3 0.2
0.2 -0.1 0.0
-0.2 0.0 0.1
0.0 0.5 0.0
-0.2 -0.2 0.2
0.1 0.0 0.0
0.0 -0.3 0.0
0.1 0.0 0.1
-0.2 -0.1 -0.3